No. 1
C3H7NO3P | wB97M-V/def2-TZVPD

XYZ file:
```
15
C3H7NO3P, DFT wB97M-V/def2-TZVPD
C -0.1692 -2.0394 1.0563
C 0.6610 -0.8728 -1.0111
C 1.7778 2.2763 -1.5633
N -0.2743 -1.2859 0.0104
O 1.7590 0.2470 1.5681
O 1.9445 -0.9184 -0.6124
O 0.9410 1.7969 -0.7554
P 2.7501 0.0754 0.4828
H 0.8390 -2.2055 1.4409
H -1.0586 -2.2864 1.6688
H 0.5146 -1.5925 -1.9321
H 0.4314 0.2200 -1.3030
H 2.3465 3.0733 -1.2473
H 1.9910 1.8613 -2.5426
H -1.1560 -1.1737 -0.4612
```

Summary:
HOMO-LUMO gap = 9.352 eV
E = -20137.1604 eV
Energy above the lowest of the compared OMol25 structures with the same formula, charge and spin = 1.534 eV
Total charge = +1
HOMO level = -14.355 eV



No. 2
C4H6N2OS | wB97M-V/def2-TZVPD

XYZ file:
```
14
C4H6N2OS, DFT wB97M-V/def2-TZVPD
C -1.5008 0.7884 -0.1063
C -0.0497 0.3064 -0.0001
C 0.7373 -0.6319 1.0042
C 0.6718 -0.3305 -1.1911
H -0.8347 -1.5362 0.4680
H -1.6908 1.1558 0.8683
H -1.6830 1.2744 -1.0322
H 1.6546 1.3671 0.7418
H 0.2062 -0.8348 2.0829
H 0.4021 -0.0579 -2.1526
N 1.8754 -1.1829 0.4064
N 1.8423 -1.0173 -0.8961
O 0.6036 1.6624 -0.0285
S -2.2342 -0.9630 -0.1648
```

Summary:
HOMO-LUMO gap = 7.804 eV
E = -20100.6246 eV
Energy above the lowest of the compared OMol25 structures with the same formula, charge and spin = 8.717 eV
HOMO level = -9.427 eV



No. 3
C3H11NO3 | wB97M-V/def2-TZVPD

XYZ file:
```
18
C3H11NO3, DFT wB97M-V/def2-TZVPD
C -0.4258 -1.3231 1.2735
C 0.8187 -0.8425 1.3663
N 1.6145 -0.5373 0.2680
C 2.1375 0.6055 0.1860
H -0.8603 -1.4281 0.2928
H -0.9247 -1.5562 2.2014
H 1.3928 -0.9019 2.3024
H 2.6718 1.0023 -0.6794
H 2.3247 1.2255 1.0835
O -4.8681 0.5931 0.9256
H -5.0833 1.4022 1.4118
H -5.7795 0.2723 0.7917
O 4.5379 0.4848 -3.0715
H 3.8900 -0.2085 -2.9089
H 5.1753 0.0194 -3.6192
O -2.3730 0.2097 -0.9036
H -2.8241 0.6804 -0.2046
H -1.4243 0.3025 -0.7157
```

Summary:
SMILES string = C=CN=C.O.O.O
HOMO-LUMO gap = 9.815 eV
E = -10919.9836 eV
Energy above the lowest of the compared OMol25 structures with the same formula, charge and spin = 3.022 eV
HOMO level = -9.127 eV



No. 4
C40H46BrCrGe2N5O10 | wB97M-V/def2-TZVPD

XYZ file:
```
105
C40H46BrCrGe2N5O10, DFT wB97M-V/def2-TZVPD
Cr -0.2152 -0.1222 0.2186
C 1.9362 -1.5986 2.0178
O 0.5897 -1.6686 1.4975
C 0.0192 -2.9333 1.5545
C 0.4845 -3.9641 2.3468
C -0.1503 -5.2014 2.2677
Br 0.4917 -6.6143 3.3364
C -1.2237 -5.4122 1.4255
C -1.7001 -4.3616 0.6447
C -1.0687 -3.1302 0.7143
O -1.4088 -2.0524 -0.0611
C -2.8185 -4.5717 -0.2849
N -2.9626 -5.6058 -1.0519
C -4.1405 -5.3763 -1.7539
C -4.7732 -6.1713 -2.7076
C -5.9580 -5.7083 -3.2395
C -6.5129 -4.4826 -2.8381
C -5.8939 -3.6778 -1.9019
C -4.6968 -4.1499 -1.3778
N -3.8071 -3.6141 -0.4520
H 1.9128 -1.6876 3.1033
H 2.3363 -0.6291 1.7387
H 2.5296 -2.3916 1.5652
H 1.3246 -3.8390 3.0110
H -1.7025 -6.3775 1.3561
H -2.0207 -2.3022 -0.7675
H -4.3460 -7.1184 -3.0043
H -6.4789 -6.3013 -3.9779
H -7.4508 -4.1633 -3.2714
H -6.3279 -2.7367 -1.5931
H -4.0445 -2.9222 0.2418
C 0.5541 4.3671 2.6110
C -0.0394 3.3983 1.5889
Ge 0.7498 1.5991 1.7505
C 0.5070 0.9887 3.6213
C 1.7338 1.1594 4.5129
C 2.6713 1.8692 1.4714
C 3.4907 1.5961 0.4508
Ge 3.0136 0.7457 -1.2517
C 2.2899 1.9822 -2.5889
C 3.1739 3.0984 -3.1374
C 4.2138 -0.6732 -1.8824
C 5.7197 -0.5389 -1.6545
C 4.9201 2.0191 0.5069
C 5.5676 2.5105 -0.6203
C 6.8881 2.9322 -0.5671
C 7.5910 2.8553 0.6239
C 6.9642 2.3502 1.7560
C 5.6456 1.9351 1.6979
H 0.0794 5.3473 2.5493
H 1.6224 4.5163 2.4490
H 0.4206 4.0077 3.6324
H 0.1170 3.7620 0.5714
H -1.1207 3.3242 1.7332
H 0.1708 -0.0492 3.6186
H -0.3320 1.5673 4.0172
H 2.5972 0.6124 4.1274
H 1.5432 0.7998 5.5244
H 2.0309 2.2057 4.5926
H 3.1277 2.4299 2.2879
H 1.3931 2.4056 -2.1251
H 1.9496 1.3441 -3.4063
H 3.4690 3.8027 -2.3597
H 2.6367 3.6644 -3.8981
H 4.0794 2.7099 -3.6058
H 4.0053 -0.7940 -2.9498
H 3.8691 -1.5860 -1.3958
H 6.1606 0.2569 -2.2529
H 6.2112 -1.4709 -1.9321
H 5.9575 -0.3350 -0.6118
H 5.0440 2.5956 -1.5678
H 7.3630 3.3209 -1.4569
H 8.6216 3.1782 0.6710
H 7.5092 2.2703 2.6862
H 5.1848 1.5138 2.5820
N -1.4848 -0.6916 -2.6712
C -0.2810 -0.7414 -3.5118
C 0.7073 -1.7869 -3.0122
C 1.2812 -1.5850 -1.6279
O 1.7345 -2.4664 -0.9571
O 1.2931 -0.2734 -1.1834
H -2.2087 -1.2736 -3.0805
H -1.8586 0.2495 -2.6423
H 0.1827 0.2424 -3.5056
H -0.5257 -0.9670 -4.5538
H 1.5808 -1.8229 -3.6749
H 0.2793 -2.7913 -3.0312
O -1.3465 1.4065 -0.4890
C -2.1643 1.2058 0.4605
O -1.8709 0.3168 1.3116
C -3.4102 1.9931 0.5732
C -3.6823 2.9822 -0.3654
C -4.8485 3.7087 -0.2301
C -5.7500 3.4957 0.7969
C -5.4380 2.5009 1.7051
C -4.2869 1.7431 1.6223
N -6.3802 2.2348 2.8156
O -7.3465 2.9562 2.9023
O -6.0845 1.3411 3.5791
N -5.1453 4.7610 -1.2281
O -4.3396 4.9082 -2.1220
O -6.1616 5.3964 -1.0733
H -3.0012 3.1888 -1.1767
H -6.6545 4.0782 0.8852
H -4.0775 0.9813 2.3581
```

Summary:
HOMO-LUMO gap (spin up / spin down) = 7.651 / 7.648 eV
E = -281639.3738 eV
<S²> = 3.983
2S+1 = 4
Energy above the lowest of the compared OMol25 structures with the same formula, charge and spin = 0.635 eV
Total charge = +1
HOMO level (spin up / spin down) = -10.837 / -10.830 eV



No. 5
C16H57BClN22O15S2 | wB97M-V/def2-TZVPD

XYZ file:
```
114
C16H57BClN22O15S2, DFT wB97M-V/def2-TZVPD
C 0.0447 3.7241 -2.9992
B 1.0610 3.4385 -1.8907
O 1.0423 3.8002 -0.5925
S 2.6625 2.4909 -2.2764
O 2.2940 1.7451 -3.6403
C 2.7678 1.2846 -0.9635
C 1.4686 0.5724 -0.5922
C 0.5587 0.2041 -1.7604
C -0.6243 -0.6588 -1.3186
S -1.9398 0.4345 -0.8337
O -1.4597 1.4480 0.0498
O -2.6338 0.8566 -2.0044
Cl -3.1585 -0.7730 0.2249
H 0.3761 3.4375 -3.9930
H -0.2171 4.7812 -3.0238
H -0.8771 3.1838 -2.7659
H 0.1271 3.8611 -0.2765
H 2.9622 1.0602 -3.8578
H 3.6089 0.6340 -1.1917
H 3.0953 1.9099 -0.1318
H 0.9237 1.1789 0.1259
H 1.7354 -0.3521 -0.0751
H 0.1496 1.0894 -2.2530
H 1.1092 -0.3520 -2.5170
H -0.3815 -1.3296 -0.4981
H -1.0378 -1.2317 -2.1464
C 5.2841 4.0725 0.7265
O 4.8871 3.6751 -0.3671
N 4.4513 4.2120 1.7965
N 6.5815 4.4173 0.9353
H 4.7548 4.5518 2.6899
H 3.4818 3.9875 1.6724
H 7.2136 4.3295 0.1608
H 6.9310 4.7490 1.8147
C -3.9114 4.1390 -3.5978
O -2.7216 3.8935 -3.7799
N -4.8251 3.1695 -3.3402
N -4.4015 5.4106 -3.6407
H -5.8028 3.3562 -3.1785
H -4.4928 2.2253 -3.2916
H -3.7573 6.1513 -3.8422
H -5.3705 5.6272 -3.4985
C -3.6251 -1.4583 -5.3534
O -3.5890 -1.8900 -6.4892
N -3.0700 -0.2737 -4.9637
N -4.1865 -2.1476 -4.3061
H -3.0915 0.0044 -4.0009
H -2.6000 0.2948 -5.6426
H -4.5884 -3.0475 -4.4927
H -4.1920 -1.7993 -3.3661
C 2.8417 -1.7150 -4.9706
O 2.5587 -0.8147 -4.1717
N 3.5449 -2.8085 -4.5897
N 2.4549 -1.6584 -6.2659
H 3.7818 -3.5552 -5.2160
H 3.8341 -2.8683 -3.6311
H 1.9203 -0.8615 -6.5594
H 2.6626 -2.3758 -6.9353
C 3.0260 7.6088 0.0883
O 2.6898 8.7434 0.3593
N 2.1142 6.6003 -0.1079
N 4.3367 7.2392 -0.0548
H 2.3608 5.6527 -0.3162
H 1.1465 6.8513 -0.0303
H 5.0271 7.9561 0.0663
H 4.6244 6.3105 -0.3010
C -1.2368 -4.1791 -2.6840
O -1.6054 -3.1649 -2.0980
N -0.3879 -5.0766 -2.1043
N -1.6325 -4.4790 -3.9527
H -0.0789 -5.9154 -2.5577
H -0.0809 -4.8873 -1.1691
H -2.2600 -3.8356 -4.4026
H -1.3200 -5.2865 -4.4573
C -7.5254 2.9056 -0.7097
O -7.8121 3.3268 -1.8189
N -7.7463 3.6330 0.4230
N -6.9702 1.6698 -0.5180
H -7.5306 3.3039 1.3444
H -8.1636 4.5382 0.3121
H -6.8177 1.1034 -1.3306
H -6.7366 1.3033 0.3848
C -1.0883 -3.3863 3.7933
O -0.8023 -3.6806 4.9502
N -0.7180 -4.1470 2.7347
N -1.7681 -2.2461 3.4839
H -0.9205 -3.9050 1.7837
H -0.2041 -4.9901 2.9209
H -2.0571 -1.6371 4.2252
H -1.9828 -2.0032 2.5367
C -0.3546 -7.4191 6.4463
O -1.2904 -7.9086 5.8343
N 0.4410 -8.1724 7.2728
N -0.0263 -6.1010 6.3537
H 1.2141 -7.7959 7.7864
H 0.2205 -9.1461 7.3587
H -0.5884 -5.5138 5.7602
H 0.7450 -5.6810 6.8397
C 3.0364 -2.8382 2.7926
O 2.4669 -3.0239 1.7205
N 2.4235 -2.9501 3.9950
N 4.3633 -2.4905 2.8418
H 2.8577 -2.7659 4.8829
H 1.4555 -3.2130 4.0095
H 4.8531 -2.4146 1.9716
H 4.8596 -2.3460 3.7002
C 1.3675 -2.1091 7.4100
O 1.9222 -2.9971 6.7762
N 2.0281 -1.3080 8.2953
N 0.0322 -1.8899 7.2603
H 1.5787 -0.5879 8.8277
H 3.0079 -1.4743 8.4265
H -0.4499 -2.5058 6.6185
H -0.4769 -1.1923 7.7688
```

Summary:
HOMO-LUMO gap = 8.289 eV
E = -115888.8354 eV
Total charge = +1
HOMO level = -10.584 eV



No. 6
C5H15N3 | wB97M-V/def2-TZVPD

XYZ file:
```
23
C5H15N3, DFT wB97M-V/def2-TZVPD
C -2.2897 -1.3872 -0.4706
N -1.4728 -0.4644 0.3033
C -0.1242 -0.0384 -0.2851
C 0.6796 -1.2184 -0.8400
N -0.4742 0.8927 -1.3354
C 0.5991 0.7312 0.9103
C 2.0025 0.2556 1.2784
N 0.6515 2.1950 0.6721
H -2.5369 -1.0006 -1.4658
H -3.2361 -1.5625 0.0543
H -1.8086 -2.3643 -0.5754
H -2.0045 0.3979 0.4189
H 0.8418 -1.9805 -0.0713
H 1.6555 -0.8936 -1.2183
H 0.1703 -1.7103 -1.6760
H -0.5543 0.4146 -2.2263
H 0.2659 1.5977 -1.3898
H -0.0660 0.5587 1.7836
H 2.7085 0.3818 0.4507
H 2.3880 0.8244 2.1326
H 1.9989 -0.7970 1.5771
H -0.3022 2.4874 0.4436
H 0.9077 2.6803 1.5292
```

Summary:
SMILES string = CN[C@@](C)(N)[C@@H](C)N
HOMO-LUMO gap = 9.479 eV
E = -9898.2629 eV
Energy above the lowest of the compared OMol25 structures with the same formula, charge and spin = 0.888 eV
HOMO level = -8.437 eV